Record 1
Below is a cluster of 3 separate species, CHF3N3 in total in a non-equilibrium geometry, with properties calculated with wB97M-V/def2-TZVPD.

## Properties
Highest occupied orbital energy: -17.021 eV
Net charge: +1
Energy relative to the best compared isomer or geometry (same formula, charge and spin): 5.2 kcal per mole
Strongest force on any atom: 3.4 eV Å⁻¹

Cartesian coordinates (Å):
C1 4.46685 -0.48278 -0.06139
N1 3.70144 0.37566 -0.11856
N2 1.66800 1.79312 1.49173
N3 1.71718 1.60796 0.42629
F1 5.29344 -1.36158 0.08916
F2 1.77318 1.67537 -0.79241
F3 -0.36638 0.28328 -0.18175
H1 -0.78943 -0.12636 -1.00204

Atom charges from the natural (NBO) analysis, given in e for atoms 1 to 2:
1 C 0.785
2 N -0.584

Record 2
Below is an isolated molecule of C3H5N3 in a non-equilibrium geometry, with properties calculated with wB97M-V/def2-TZVPD.

## Properties
Highest occupied orbital energy (alpha / beta): -7.567 / -7.535 eV
Energy relative to the best compared isomer or geometry (same formula, charge and spin): 84.0 kcal per mole
Strongest force on any atom: 1.3 eV Å⁻¹

Cartesian coordinates (Å):
C1 1.22989 -0.65300 -0.70479
N1 0.09176 -0.32682 -0.13533
C2 -1.21280 -0.43161 -0.48387
N2 -1.98659 0.40782 0.26676
N3 -1.29845 1.08204 1.09770
C3 0.09489 0.72856 0.89686
H1 2.12829 -0.60580 -0.10701
H2 0.68862 1.44896 0.33593
H3 1.23197 -1.10146 -1.68136
H4 -1.56199 -1.01444 -1.31873
H5 0.59440 0.46575 1.83384

Atom charges from the natural (NBO) analysis, given in e for atoms 1 to 2:
1 C -0.263
2 N -0.246

Record 3
Below is an isolated molecule of C15H20N2O3S, with properties calculated with wB97M-V/def2-TZVPD.

## Properties
Highest occupied orbital energy: -8.064 eV
Energy relative to the best compared isomer or geometry (same formula, charge and spin): 16.4 kcal per mole
Strongest force on any atom: 0.5 eV Å⁻¹

Cartesian coordinates (Å):
C1 -6.48793 -1.45993 -0.45864
C2 -5.14963 -0.83623 -0.20080
C3 -5.01817 0.54503 -0.12150
C4 -3.79781 1.14182 0.13083
C5 -2.66857 0.34993 0.31228
C6 -2.78784 -1.03574 0.23378
C7 -4.01472 -1.61646 -0.01945
H1 -4.09028 -2.69306 -0.07731
H2 -1.91035 -1.65186 0.37158
N1 -1.39340 0.86782 0.56989
C8 -1.01084 2.16416 0.64863
O1 -1.72752 3.12983 0.50138
C9 0.47872 2.31674 0.94382
H3 0.64973 3.27820 1.42610
H4 0.86577 1.50787 1.56313
S1 1.46932 2.40906 -0.58663
C10 1.18081 0.74746 -1.30387
C11 1.68034 -0.28703 -0.32691
O2 0.90283 -0.84693 0.44002
N2 3.00230 -0.52273 -0.28946
C12 3.98967 0.18419 -1.08646
H5 3.74066 0.11772 -2.14931
C13 5.36551 -0.44530 -0.87309
H6 6.11912 0.11979 -1.42623
O3 5.77960 -0.42788 0.47294
C14 4.73167 -0.66257 1.39853
H7 4.40024 0.29892 1.81790
C15 3.54175 -1.36868 0.76108
H8 3.84551 -2.33706 0.34985
H9 2.75215 -1.53667 1.49588
H10 5.14943 -1.26922 2.20667
H11 5.35796 -1.47705 -1.25656
H12 4.01446 1.24304 -0.80077
H13 1.70900 0.74227 -2.25330
H14 0.11170 0.62309 -1.47435
H15 -0.67729 0.14875 0.68904
H16 -3.71428 2.21409 0.18693
H17 -5.88957 1.16870 -0.26041
H18 -6.38401 -2.50836 -0.72719
H19 -7.11009 -1.39551 0.43446
H20 -7.00597 -0.94016 -1.26250

Atom charges from the natural (NBO) analysis, given in e for atoms 1 to 2:
1 C -0.623
2 C -0.040

Record 4
Below is an isolated molecule of C12H19N3O2S in a non-equilibrium geometry, with properties calculated with wB97M-V/def2-TZVPD.

## Properties
Highest occupied orbital energy: -7.952 eV
Energy relative to the best compared isomer or geometry (same formula, charge and spin): 21.1 kcal per mole
Strongest force on any atom: 1.0 eV Å⁻¹

Cartesian coordinates (Å):
C1 -0.95556 -1.89201 0.78907
N1 -1.95000 -1.43857 -0.15702
S1 -2.60789 0.03073 0.31088
O1 -2.88183 0.06864 1.71570
O2 -3.66596 0.34336 -0.60130
N2 -1.28275 0.98184 0.02701
C2 -1.02601 2.12303 0.87214
H1 -1.55461 3.01114 0.49690
C3 0.50507 2.36183 0.89836
N3 1.13686 1.75825 -0.25981
C4 1.87326 0.58830 -0.10168
C5 2.77155 0.47981 0.96671
C6 3.55523 -0.64432 1.12993
C7 3.48487 -1.69078 0.22578
C8 2.62251 -1.58525 -0.85029
C9 1.82700 -0.46674 -1.01629
H2 1.15884 -0.43419 -1.86067
H3 2.55949 -2.38749 -1.57161
H4 4.09923 -2.56871 0.35404
H5 4.23707 -0.69741 1.96631
H6 2.87675 1.29497 1.66655
C10 0.34833 1.96282 -1.45157
H7 0.91620 1.64804 -2.32677
C11 -1.00974 1.22994 -1.37021
H8 -1.81004 1.82793 -1.82777
H9 -0.99052 0.25456 -1.85713
H10 0.17700 3.04100 -1.53200
H11 0.92488 1.92817 1.80338
H12 0.70847 3.43934 0.89960
H13 -1.41075 1.88204 1.86210
C12 -2.94836 -2.43110 -0.49416
H14 -3.42245 -2.85745 0.39710
H15 -3.70417 -1.93810 -1.09993
H16 -2.47604 -3.22820 -1.06865
H17 -0.42420 -2.74408 0.36739
H18 -1.40693 -2.17378 1.74628
H19 -0.25479 -1.07756 0.95161

Atom charges from the natural (NBO) analysis, given in e for atoms 1 to 2:
1 C -0.429
2 N -0.667

Record 5
Below is a structure of composition C20H60B3F8MnN6O10 in a non-equilibrium geometry, with properties calculated with wB97M-V/def2-TZVPD.

## Properties
Highest occupied orbital energy (alpha / beta): -3.133 / -8.201 eV
Expectation value of S²: 12.003
Multiplicity: 7
Strongest force on any atom: 4.9 eV Å⁻¹

Cartesian coordinates (Å):
Mn1 3.74416 13.62155 -15.89811
N1 2.62870 13.34926 -18.34641
O1 2.32125 13.02734 -19.48327
O2 3.29115 14.40717 -18.01920
O3 2.43300 12.65493 -17.37506
N2 5.94617 11.99368 -17.77716
O4 7.14276 12.19482 -17.79744
O5 5.36132 11.45549 -18.71171
O6 5.33373 12.40064 -16.76936
B1 5.20902 15.07370 -15.14160
H1 5.34554 14.95693 -16.20554
H2 5.09002 14.14260 -14.60952
H3 5.96036 15.67163 -14.64944
H4 4.31719 15.66876 -15.01994
C1 10.03147 10.66558 -13.78398
N3 9.05246 11.12200 -14.84104
C2 9.63477 10.58399 -16.22350
C3 7.74796 10.25221 -14.74361
C4 8.75949 12.65058 -14.81927
C5 7.94218 13.16200 -13.60666
O7 8.38976 12.63175 -12.42845
H5 10.27874 9.64431 -14.07372
H6 9.62354 10.78849 -12.78068
H7 10.86763 11.35209 -13.91678
H8 10.71630 10.70755 -16.27940
H9 9.14312 11.09724 -17.04992
H10 9.38866 9.52993 -16.35185
H11 7.07115 10.67828 -15.48422
H12 7.27414 10.59529 -13.82389
H13 8.03132 9.20170 -14.80862
H14 8.09046 12.90531 -15.64122
H15 9.65912 13.22259 -15.04629
H16 6.85486 13.10774 -13.66060
H17 7.88240 14.25005 -13.63243
H18 7.83283 13.00573 -11.74174
C6 3.45047 15.27196 -9.89678
N4 3.75643 16.41785 -10.86386
C7 5.26687 16.32385 -11.17984
C8 2.95186 16.07755 -12.19814
C9 3.47059 17.73668 -10.12805
C10 3.88194 19.01551 -10.82326
O8 3.11119 19.16492 -11.99467
H19 4.06023 15.39397 -9.00156
H20 3.71180 14.28244 -10.27183
H21 2.41182 15.17645 -9.58027
H22 5.28424 15.34981 -11.66877
H23 5.84950 16.48843 -10.27345
H24 5.51410 17.14752 -11.84957
H25 2.79649 15.01555 -12.38819
H26 3.38613 16.62177 -13.03678
H27 1.93689 16.42388 -12.00316
H28 4.08253 17.73426 -9.22604
H29 2.43749 17.80028 -9.78633
H30 4.96191 18.98791 -10.96816
H31 3.72539 19.81950 -10.10412
H32 3.42389 19.80068 -12.64245
C11 9.43379 17.30227 -15.51429
N5 9.82026 17.22918 -17.01696
C12 10.26387 18.60000 -17.48402
C13 11.00731 16.08550 -17.18587
C14 8.69057 16.93909 -17.95909
C15 7.87845 15.67452 -17.54061
O9 8.51157 14.47744 -17.64261
H33 10.31867 17.65576 -14.98501
H34 9.20013 16.33378 -15.07210
H35 8.60757 18.00768 -15.42567
H36 9.42736 19.27188 -17.29189
H37 10.42650 18.65491 -18.56042
H38 11.15666 18.84032 -16.90671
H39 11.11761 15.64402 -18.17635
H40 10.85386 15.28494 -16.46222
H41 11.97060 16.47683 -16.85872
H42 9.19035 16.94641 -18.92772
H43 8.08997 17.83938 -18.08902
H44 7.07544 15.51656 -18.26056
H45 7.43484 15.59188 -16.54840
H46 7.80959 13.85277 -17.83911
C16 2.72323 20.24767 -17.25268
N6 2.95448 18.73677 -16.94317
C17 1.93781 18.31579 -15.91063
C18 2.69648 17.93618 -18.26527
C19 4.39313 18.38862 -16.47882
C20 4.82635 18.68018 -14.97916
O10 4.40495 19.97615 -14.49046
H47 3.61932 20.58770 -17.77181
H48 2.60469 20.70353 -16.26971
H49 1.78441 20.30680 -17.80335
H50 2.27635 17.38151 -15.46272
H51 0.98604 18.36275 -16.43980
H52 1.91443 19.11664 -15.17159
H53 3.50372 18.31252 -18.89364
H54 1.72772 18.17608 -18.70351
H55 2.66378 16.90004 -17.92846
H56 5.07266 19.05259 -17.01313
H57 4.52705 17.31300 -16.59378
H58 5.90112 18.69340 -14.79808
H59 4.42229 17.89142 -14.34458
H60 4.95936 20.63528 -14.91445
B2 3.68177 11.46379 -13.28276
F1 3.29548 12.34643 -12.31381
F2 3.75914 12.16532 -14.49896
F3 4.94707 11.03563 -13.15101
F4 2.75231 10.43048 -13.42734
B3 0.91340 14.94894 -15.24819
F5 0.80066 15.30804 -16.47564
F6 2.18929 14.48168 -14.83011
F7 0.55556 15.98598 -14.43730
F8 -0.00918 14.00703 -14.89378

Atom charges from the Löwdin analysis, given in e for atoms 1 to 2:
1 Mn 0.906
2 N -0.558